4 unconnected molecules or ions with the total composition C3H9N4O9 in a non-equilibrium geometry, computed with ωB97M-V/def2-TZVPD.

```
25
Properties=species:S:1:pos:R:3:forces:R:3
N -1.479 -0.287 0.680 -1.321 -0.318 -0.956
O -1.917 -0.379 -0.502 0.618 0.096 1.159
O -2.297 -0.179 1.626 0.823 -0.285 -0.248
O -0.236 -0.302 0.887 -0.284 0.010 0.234
C 0.240 1.585 -1.614 0.561 0.593 0.921
N 0.668 0.656 -2.674 -1.072 -0.891 0.853
O -0.251 0.266 -3.354 -0.001 -0.025 -1.105
O 1.802 0.223 -2.725 0.359 0.423 -0.062
H 1.025 1.678 -0.869 0.169 0.212 -0.295
H -0.624 1.173 -1.098 -0.072 -0.252 -0.512
H -0.025 2.532 -2.076 0.118 0.013 -0.032
C 0.906 -3.185 -0.089 0.361 -0.351 -0.025
N 1.102 -2.976 -1.552 -0.976 -0.231 -0.468
O 0.224 -2.438 -2.184 0.215 0.153 0.249
O 2.080 -3.504 -2.050 0.527 0.138 0.074
H 1.347 -4.173 0.031 -0.141 0.054 0.485
H -0.149 -3.146 0.156 0.001 0.135 -0.165
H 1.452 -2.441 0.484 -0.022 0.125 -0.206
C -0.666 1.866 3.002 1.260 0.055 0.646
N -0.470 2.525 1.693 -0.222 -1.493 0.347
O -1.428 2.518 0.961 -0.068 0.873 -0.571
O 0.658 2.885 1.421 0.063 0.548 -0.343
H -0.676 0.786 2.851 -0.576 0.192 -0.409
H -1.558 2.260 3.473 -0.012 -0.124 -0.004
H 0.271 2.056 3.521 -0.309 0.350 0.433
```
Positions in Å, forces in eV/Å.

Computed properties:
Total charge ... -1
LUMO energy ... 3.32 eV
Relative energy (zero: lowest compared OMol25 entry of this formula, charge and spin) ... 4.5 kcal/mol
Orbital gap ... 0.3188 hartree
2S+1 ... 1

A single C3H9N5 molecule in a non-equilibrium geometry, computed with ωB97M-V/def2-TZVPD.

```
17
Properties=species:S:1:pos:R:3:forces:R:3
C -1.666 -0.244 0.725 -6.076 0.313 0.597
C -0.688 0.937 0.682 -3.937 3.447 -1.842
N -1.053 2.218 1.079 2.789 -4.926 0.785
N 0.067 3.094 1.062 2.987 0.714 3.759
N 0.294 0.672 -0.265 -0.042 -1.093 1.495
C 0.167 -0.383 -0.977 2.806 -1.108 -2.584
N 1.457 -0.962 -1.413 -1.088 -1.478 0.809
N 1.243 -2.505 -1.348 4.686 0.597 -0.176
H -2.674 -0.131 1.394 2.788 0.474 -0.722
H -2.448 -0.358 -0.283 3.080 0.026 2.207
H -1.266 -1.205 1.123 0.049 0.733 -0.976
H 0.207 3.559 2.097 -1.993 -0.620 -2.946
H 0.994 2.575 1.327 -1.800 0.117 -1.977
H -0.750 -0.957 -1.629 2.452 1.634 2.518
H 2.370 -0.644 -0.908 -2.717 -0.537 -0.869
H 1.875 -2.793 -0.442 -2.050 0.652 -2.852
H 1.872 -2.874 -2.223 -1.932 1.052 2.775
```
Positions in Å, forces in eV/Å.

Computed properties:
LUMO energy ... 0.01 eV
Relative energy (zero: lowest compared OMol25 entry of this formula, charge and spin) ... 174.2 kcal/mol
Orbital gap ... 0.2852 hartree
SMILES ... CC(=N/N)/N=C/NN
2S+1 ... 1

A single C3H9N5O molecule in a non-equilibrium geometry, computed with ωB97M-V/def2-TZVPD.

```
18
Properties=species:S:1:pos:R:3:forces:R:3
C -1.377 -0.890 0.748 0.147 0.091 -0.169
N -1.452 0.123 -0.294 0.276 0.692 -0.032
N -2.423 -0.059 -1.318 0.247 0.333 0.567
C -0.459 1.107 -0.466 -1.097 0.200 -2.249
O -0.433 1.867 -1.433 -0.373 -0.779 0.776
N 0.498 1.156 0.513 0.667 -0.941 0.614
C 1.582 0.499 0.296 -0.948 0.630 0.606
N 2.570 0.505 1.220 0.857 0.373 1.893
N 1.928 -0.293 -0.746 -0.335 -0.272 -1.936
H -0.897 -0.501 1.649 -0.079 0.008 -0.222
H -2.384 -1.230 1.005 0.114 0.073 -0.067
H -0.791 -1.732 0.366 -0.070 -0.245 0.264
H -2.526 -1.052 -1.521 0.199 0.188 0.081
H -3.317 0.285 -0.966 0.184 -0.124 -0.144
H 2.272 0.991 2.061 0.189 -0.088 -0.168
H 2.916 -0.421 1.438 0.151 0.153 -0.115
H 2.916 -0.224 -0.967 -0.172 -0.153 0.109
H 1.375 -0.128 -1.585 0.043 -0.140 0.192
```
Positions in Å, forces in eV/Å.

Computed properties:
LUMO energy ... 0.74 eV
Relative energy (zero: lowest compared OMol25 entry of this formula, charge and spin) ... 0.0 kcal/mol
Orbital gap ... 0.3540 hartree
SMILES ... CN(N)C(=O)N=C(N)N
2S+1 ... 1

2 unconnected molecules or ions with the total composition C3H9NO in a non-equilibrium geometry, computed with ωB97M-V/def2-TZVPD.

```
14
Properties=species:S:1:pos:R:3:forces:R:3
C -1.135 -0.200 -1.996 -1.208 -0.654 -1.134
C -0.741 -1.303 -1.146 1.163 -3.049 4.067
C -1.110 -1.464 0.176 -1.750 4.540 -3.327
N 0.090 -2.324 -1.678 -2.951 0.463 -0.337
H -1.845 0.413 -1.517 -0.740 0.804 0.723
H -1.609 -0.547 -2.904 -0.637 -0.687 -0.225
H -0.444 0.407 -2.479 2.167 1.145 -0.098
H -0.882 -2.331 0.735 0.101 -0.359 0.779
H -1.755 -0.494 0.421 1.206 -2.713 0.661
H 0.516 -3.005 -1.124 0.174 -0.777 1.569
H 0.741 -1.964 -2.259 2.493 1.325 -2.624
H 1.689 4.887 3.826 0.371 -0.893 0.220
H 2.168 3.544 4.528 -0.355 0.182 0.015
O 2.338 4.145 3.789 -0.035 0.673 -0.289
```
Positions in Å, forces in eV/Å.

Computed properties:
Total charge ... -1
LUMO energy (alpha / beta) ... 3.35 / 3.90 eV
Relative energy (zero: lowest compared OMol25 entry of this formula, charge and spin) ... 30.8 kcal/mol
Orbital gap (alpha / beta) ... 0.0700 / 0.3316 hartree
2S+1 ... 2

2 unconnected molecules or ions with the total composition C3H9NO in a non-equilibrium geometry, computed with ωB97M-V/def2-TZVPD.

```
14
Properties=species:S:1:pos:R:3:forces:R:3
C -2.388 0.263 -0.629 -0.410 0.632 0.935
N -1.422 -0.006 0.135 0.819 -0.899 -1.563
O -1.557 -0.036 1.468 2.619 -0.848 1.665
H -2.191 0.178 -1.686 0.068 0.131 -0.092
H -3.342 0.651 -0.281 -0.239 -0.263 0.060
H -0.571 -0.421 1.764 -3.812 1.539 -0.963
C 1.252 -0.789 0.073 -0.792 0.057 2.081
C 1.634 0.630 -0.297 -0.081 0.066 0.041
H 0.587 -1.224 -0.663 -0.291 0.000 0.210
H 2.122 -1.438 0.118 0.162 -0.041 0.394
H 0.703 -0.782 1.177 1.767 -0.433 -2.745
H 2.366 1.030 0.404 0.090 0.049 -0.084
H 2.048 0.663 -1.308 0.074 0.030 0.103
H 0.760 1.281 -0.274 0.026 -0.020 -0.042
```
Positions in Å, forces in eV/Å.

Computed properties:
LUMO energy ... 0.94 eV
Relative energy (zero: lowest compared OMol25 entry of this formula, charge and spin) ... 82.8 kcal/mol
Orbital gap ... 0.3933 hartree
SMILES ... C=NO.CC
2S+1 ... 1

A single C3H9NO molecule in a non-equilibrium geometry, computed with ωB97M-V/def2-TZVPD.

```
14
Properties=species:S:1:pos:R:3:forces:R:3
C 0.317 -1.209 -1.375 -0.324 0.401 -1.045
C 0.304 -0.002 -0.418 0.244 -1.648 -0.355
N 1.403 -0.143 0.520 0.399 1.497 0.833
C -0.992 0.034 0.411 0.147 2.863 0.159
O -1.151 1.416 0.879 0.519 -0.194 0.442
H -0.201 -2.044 -0.908 -0.487 -0.046 -0.232
H -0.137 -0.859 -2.331 -0.065 -0.855 0.525
H 1.303 -1.644 -1.622 -0.118 0.770 0.223
H 0.347 0.944 -1.017 0.291 -0.677 0.739
H 2.339 0.039 0.194 -0.192 -0.121 -0.205
H 1.381 -0.895 1.195 -0.267 -0.034 -0.384
H -1.929 0.105 -0.162 0.390 -1.868 -0.044
H -0.887 -0.616 1.312 -0.589 -0.028 -0.937
H -0.268 1.780 1.006 0.050 -0.059 0.281
```
Positions in Å, forces in eV/Å.

Computed properties:
LUMO energy ... 1.09 eV
Relative energy (zero: lowest compared OMol25 entry of this formula, charge and spin) ... 33.5 kcal/mol
Orbital gap ... 0.3722 hartree
SMILES ... C[C@H](N)CO
2S+1 ... 1

Question: Look up the 2S+1 of the first one.
Answer: 1